[1]
{
  "formula": "C3H5NOS",
  "method": "wB97M-V/def2-TZVPD",
  "smiles": "O=CC/C=N\\S",
  "gap_ev": 10.00,
  "e_homo_ev": -9.3,
  "elements": ["O", "C", "C", "C", "N", "S", "H", "H", "H", "H", "H"],
  "coordinates": [[-3.206, -0.451, -0.138], [-2.125, 0.047, -0.283], [-0.888, -0.167, 0.535], [0.077, 0.875, 0.142], [1.338, 0.944, -0.049], [2.151, -0.564, -0.089], [-1.978, 0.867, -1.127], [-1.260, -0.063, 1.489], [-0.405, -1.198, 0.281], [-0.261, 1.903, 0.155], [3.392, -0.013, -0.307]]
}

[2]
{
  "formula": "C3H5NOS2",
  "method": "wB97M-V/def2-TZVPD",
  "smiles": "CO/C(C=S)=N\\S",
  "gap_ev": 7.59,
  "e_homo_ev": -8.7,
  "elements": ["C", "O", "C", "C", "S", "N", "S", "H", "H", "H", "H", "H"],
  "coordinates": [[0.100, -1.871, 1.576], [0.892, -1.142, 0.589], [0.186, -0.254, -0.164], [-1.066, -0.746, -0.827], [-2.360, 0.150, -1.214], [0.521, 0.977, -0.283], [1.886, 1.540, 0.521], [0.792, -2.109, 2.375], [-0.242, -2.803, 1.140], [-0.738, -1.243, 1.876], [-1.036, -1.834, -0.997], [2.697, 0.481, 0.451]]
}

[3]
{
  "formula": "C3H5NOS2",
  "method": "wB97M-V/def2-TZVPD",
  "smiles": "C=C(S)S.N=C=O",
  "gap_ev": 9.55,
  "e_homo_ev": -9.0,
  "elements": ["C", "C", "S", "S", "H", "H", "H", "H", "N", "C", "O", "H"],
  "coordinates": [[0.438, 1.153, 0.246], [-0.642, 0.957, -0.479], [-1.882, -0.351, -0.006], [-0.964, 1.731, -2.065], [0.599, 0.695, 1.169], [1.258, 1.747, -0.206], [-2.993, 0.499, -0.336], [0.145, 2.434, -1.881], [0.405, -2.472, 0.679], [1.367, -1.937, 1.110], [2.259, -1.606, 1.830], [0.010, -2.850, -0.060]]
}

[4]
{
  "formula": "C3H5NOS3",
  "method": "wB97M-V/def2-TZVPD",
  "smiles": "COC(=S)SNC=S",
  "gap_ev": 8.53,
  "e_homo_ev": -8.9,
  "elements": ["C", "O", "C", "S", "S", "N", "C", "S", "H", "H", "H", "H", "H"],
  "coordinates": [[1.925, -0.139, -0.614], [0.571, 0.309, -0.141], [0.625, 0.337, 1.253], [1.995, -0.025, 2.199], [-0.991, 0.461, 1.866], [-1.913, 0.536, 0.307], [-2.262, -0.433, -0.545], [-2.855, -0.174, -2.037], [2.214, -1.192, -0.328], [2.776, 0.393, -0.257], [1.732, -0.189, -1.680], [-1.798, 1.473, 0.035], [-2.019, -1.356, -0.057]]
}

[5]
{
  "formula": "C3H5NS",
  "method": "wB97M-V/def2-TZVPD",
  "gap_ev": 8.28,
  "e_homo_ev": -8.5,
  "elements": ["C", "C", "C", "H", "H", "H", "H", "H", "N", "S"],
  "coordinates": [[-0.623, -1.328, 0.020], [-0.888, -0.088, -0.340], [1.304, 0.793, 0.083], [0.182, -2.087, 0.366], [-1.716, -1.799, 0.186], [-1.916, 0.414, -0.460], [-0.301, 1.970, -0.412], [1.701, 1.702, 1.074], [-0.026, 0.958, -0.247], [2.284, -0.535, -0.269]]
}

[6]
{
  "formula": "C3H5NS",
  "method": "wB97M-V/def2-TZVPD",
  "smiles": "S=CN1CC1",
  "gap_ev": 8.90,
  "e_homo_ev": -9.2,
  "elements": ["S", "C", "N", "C", "C", "H", "H", "H", "H", "H"],
  "coordinates": [[2.404, -0.221, -0.342], [1.347, 0.829, 0.308], [-0.107, 0.438, 0.705], [-0.967, 0.249, -0.476], [-0.566, -0.869, 0.345], [1.518, 1.914, 0.510], [-0.470, 0.051, -1.464], [-2.053, 0.453, -0.567], [-1.383, -1.321, 1.007], [0.278, -1.522, -0.027]]
}

[7]
{
  "formula": "C3H5NS",
  "method": "wB97M-V/def2-TZVPD",
  "gap_ev": [7.97, 7.96],
  "e_homo_ev": [-8.5, -8.5],
  "elements": ["C", "C", "C", "N", "S", "H", "H", "H", "H", "H"],
  "coordinates": [[0.319, -0.026, -0.049], [-2.319, -0.772, 0.059], [1.737, 0.382, -0.013], [-0.150, -1.164, 0.051], [-2.847, 0.702, 0.019], [-0.387, 0.875, -0.097], [-2.818, -1.609, -0.106], [2.146, 1.215, -0.713], [1.810, 0.856, 1.012], [2.508, -0.459, -0.164]]
}

[8]
{
  "formula": "C3H5NS",
  "method": "wB97M-V/def2-TZVPD",
  "smiles": "C=NC(C)=S",
  "gap_ev": [6.50, 6.50],
  "e_homo_ev": [-8.0, -8.0],
  "elements": ["C", "N", "C", "C", "S", "H", "H", "H", "H", "H"],
  "coordinates": [[0.052, -0.872, 1.927], [-0.336, -0.331, 0.813], [0.064, -0.170, -0.391], [-0.336, 0.973, -1.364], [1.425, -1.510, -1.239], [-0.718, -1.206, 2.735], [1.025, -0.739, 2.277], [0.254, 1.815, -1.053], [-0.065, 0.671, -2.378], [-1.365, 1.367, -1.328]]
}

[9]
{
  "formula": "C3H5NS",
  "method": "wB97M-V/def2-TZVPD",
  "gap_ev": [7.72, 7.96],
  "e_homo_ev": [-8.0, -8.9],
  "elements": ["C", "C", "C", "N", "S", "H", "H", "H", "H", "H"],
  "coordinates": [[1.992, 0.512, -0.192], [0.578, 0.596, -0.361], [-1.632, -0.694, 0.237], [2.321, -0.315, 0.699], [-0.061, -0.288, 0.952], [2.657, 1.091, -0.702], [0.067, 1.493, -0.802], [-1.620, -1.630, -0.319], [-2.535, -0.732, 0.981], [-1.767, -0.033, -0.493]]
}

[10]
{
  "formula": "C3H5NS",
  "method": "wB97M-V/def2-TZVPD",
  "smiles": "C1=CNSC1",
  "gap_ev": 8.16,
  "e_homo_ev": -8.1,
  "elements": ["C", "C", "N", "S", "C", "H", "H", "H", "H", "H"],
  "coordinates": [[-0.353, 0.379, 0.036], [-0.762, -0.879, 0.161], [0.494, -1.666, 0.199], [2.231, -0.598, -0.026], [1.136, 0.840, -0.010], [-0.991, 1.164, -0.015], [-1.726, -1.275, 0.453], [0.547, -2.283, -0.622], [1.381, 1.329, -0.947], [1.284, 1.285, 0.924]]
}

[11]
{
  "formula": "C3H5NS2",
  "method": "wB97M-V/def2-TZVPD",
  "gap_ev": 8.11,
  "e_homo_ev": -7.9,
  "elements": ["C", "C", "C", "N", "S", "S", "H", "H", "H", "H", "H"],
  "coordinates": [[-0.684, 0.527, -0.069], [-3.407, 0.046, -0.049], [2.707, -0.487, 0.231], [-1.993, 0.287, -0.167], [0.532, 1.099, -1.121], [2.103, 1.248, 0.280], [-3.812, -0.933, -0.173], [-4.125, 0.919, 0.152], [2.547, -1.077, 1.187], [3.791, -0.553, 0.247], [2.342, -1.075, -0.518]]
}

[12]
{
  "formula": "C3H5NS2",
  "method": "wB97M-V/def2-TZVPD",
  "smiles": "S=C(S)[C@@H]1CN1",
  "gap_ev": 8.84,
  "e_homo_ev": -9.2,
  "elements": ["S", "C", "S", "C", "C", "N", "H", "H", "H", "H", "H"],
  "coordinates": [[-1.247, 2.138, -0.055], [-1.033, 0.513, -0.216], [-2.421, -0.488, -0.087], [0.276, -0.285, -0.527], [1.000, -0.126, 0.698], [1.488, 0.375, -0.646], [-1.999, -1.837, -0.162], [0.171, -1.312, -0.978], [0.632, 0.415, 1.451], [1.705, -0.872, 1.069], [1.428, 1.479, -0.547]]
}

Q: What is the formula in the second record?
A: C3H5NOS2